Here is C40H54AlN4O5P2 as an isolated structure at a distorted geometry from OMol25. Energies are from ωB97M-V/def2-TZVPD.

Structure (XYZ):
```
106
Properties=species:S:1:pos:R:3:forces:R:3
Al -0.03986 0.37495 0.37860 -1.3 -1.6 0.1
C -1.61224 1.92181 -3.21275 -0.3 0.1 0.7
C -1.56932 2.56997 -1.80215 1.5 -0.6 -0.8
C -1.98500 4.04164 -1.81773 -0.6 -0.1 0.7
P -2.17737 1.39814 -0.44923 -0.1 0.2 -0.2
C -3.63126 2.26024 0.38140 1.0 -0.2 0.5
C -3.94178 1.56259 1.70215 -0.8 0.5 0.9
C -4.88882 2.40424 -0.46650 0.0 0.8 0.0
C -2.67783 -0.21766 -1.16665 -0.2 -0.1 0.9
C -3.66542 -0.37904 -2.09197 -0.7 -0.8 -1.2
C -3.94040 -1.61652 -2.73160 -0.5 1.0 0.1
C -5.03292 -1.54970 -3.77156 0.3 0.5 0.0
C -3.20143 -2.72461 -2.40359 1.6 0.0 0.9
C -2.22883 -2.61570 -1.38154 -0.9 1.0 0.0
C -2.07785 -1.41028 -0.67536 0.3 0.2 -0.1
N -1.27613 -1.28650 0.45314 0.3 0.7 0.3
C -1.40032 -2.14797 1.52421 -0.1 0.2 -0.3
C -2.43214 -3.11121 1.69986 -0.1 0.7 -1.8
C -2.34251 -4.10104 2.65353 -0.2 -0.8 -0.5
C -1.35204 -4.02377 3.62906 1.2 -0.2 1.0
C -1.21381 -4.94181 4.85581 -0.3 0.2 -0.5
C -0.39171 -3.00490 3.52630 -1.3 -0.5 0.6
C -0.40358 -2.07259 2.51821 -0.2 0.0 -0.6
P 0.77379 -0.75836 2.32983 0.3 0.5 -0.3
C 2.46424 -1.48482 1.86746 0.1 0.6 0.4
C 3.69274 -0.51810 1.95854 0.2 0.0 -0.1
C 2.63569 -2.87532 2.53057 0.3 1.0 0.0
C 0.85758 0.26196 3.85112 -0.2 0.0 0.6
C 1.49944 -0.45955 5.04283 0.3 0.7 0.5
C -0.45766 0.86529 4.41015 0.3 -0.4 0.2
H -0.99266 2.47989 -3.90839 0.2 0.0 0.0
H -2.61277 1.89485 -3.61732 -0.5 0.2 -0.1
H -1.31333 0.88156 -3.17158 0.4 -0.1 -0.1
H -0.46755 2.60711 -1.54737 -0.9 -0.1 -0.2
H -3.06111 4.22313 -1.89384 0.1 -0.2 0.0
H -1.52845 4.57064 -2.64814 0.2 -0.1 -0.2
H -1.65212 4.51979 -0.89799 0.0 0.2 0.1
H -3.21091 3.25295 0.68978 -0.3 -0.6 -0.7
H -4.33938 0.53680 1.56872 0.3 0.5 0.1
H -4.70877 2.20294 2.22705 0.5 -0.9 -0.5
H -3.08578 1.57395 2.39291 -0.1 -0.3 -0.3
H -5.36521 1.45494 -0.70996 0.2 0.0 0.1
H -4.69371 2.97336 -1.37808 -0.1 -0.3 -0.1
H -5.60549 3.00974 0.10748 0.1 -0.2 -0.1
H -4.30079 0.44495 -2.38427 0.2 0.3 -0.2
H -4.96176 -0.51043 -4.10563 -0.4 -0.2 -0.5
H -6.02373 -1.64745 -3.32134 0.0 -0.3 -0.1
H -4.90826 -2.21635 -4.63588 -0.1 0.1 0.4
H -3.25608 -3.66325 -2.93597 -0.3 0.0 -0.1
H -1.59569 -3.42612 -1.06594 -0.1 -0.4 -0.1
H -3.21968 -3.08566 0.90782 0.7 -0.4 0.9
H -2.96696 -5.01626 2.49340 0.2 1.1 0.8
H -0.76782 -5.92972 4.62233 -0.5 0.4 0.1
H -2.19218 -5.03729 5.36756 0.6 -0.3 -0.3
H -0.53223 -4.43323 5.54738 -0.2 -0.3 0.0
H 0.32779 -2.88691 4.30770 0.4 -0.2 0.4
H 2.30911 -1.62574 0.78734 0.0 -0.3 0.2
H 3.88136 -0.02793 2.93847 -0.3 -0.6 -0.4
H 3.64726 0.30141 1.21406 -0.3 -0.4 0.3
H 4.60183 -1.10657 1.68425 -0.6 0.4 0.3
H 2.54322 -2.83427 3.62802 0.1 0.0 -0.5
H 3.62625 -3.28225 2.29574 -0.3 -0.1 -0.1
H 1.81927 -3.45893 2.13018 0.2 -0.7 0.1
H 1.46723 1.10570 3.48852 0.2 -0.2 0.4
H 0.73630 -0.96920 5.66019 0.3 0.3 -0.3
H 2.00952 0.32215 5.64986 -0.4 -0.7 -0.1
H 2.23222 -1.19077 4.75385 0.4 -0.2 0.0
H -1.24593 0.09964 4.55699 0.5 0.4 0.0
H -0.83666 1.64636 3.77606 -0.3 0.4 -0.4
H -0.20726 1.33512 5.39343 -0.3 -0.4 -0.7
N 1.03958 1.99692 0.64977 1.5 2.4 -0.9
C 1.82242 2.86199 0.41251 -1.8 -2.5 1.5
N 2.79111 3.67719 0.23004 0.6 0.6 -1.0
C 3.11133 4.90723 1.03334 -0.6 -0.7 -1.3
C 2.90964 6.11857 0.10876 0.7 0.4 1.1
C 3.27425 5.87097 -1.34765 -0.5 0.8 -1.0
C 4.30514 4.75433 -1.46185 -1.1 0.0 0.4
C 3.61790 3.47174 -1.03721 0.1 -0.4 0.5
H 4.15386 4.77628 1.25273 0.4 0.1 0.7
H 2.47024 4.88859 1.91492 0.3 0.2 0.0
H 3.56308 6.94108 0.42827 0.0 -0.3 0.4
H 1.93223 6.50449 0.31247 -0.8 0.2 -0.5
H 3.68983 6.81627 -1.71628 0.0 -0.3 -0.1
H 2.37561 5.70732 -1.98223 0.5 -0.3 0.4
H 5.07325 4.96318 -0.73366 0.7 0.1 -0.1
H 4.72216 4.64476 -2.47147 -0.1 0.0 0.4
H 4.33186 2.67528 -0.82717 -0.1 -0.1 -0.1
H 2.92487 3.13322 -1.78377 -0.2 -0.2 -0.4
O 1.95479 -8.10937 0.64987 2.4 2.0 -1.4
C 2.76190 -7.44041 0.16817 -2.4 -2.0 1.4
O 2.40064 0.77806 -1.47027 0.3 -0.5 -0.8
C 1.63433 -0.10356 -1.82926 -0.6 0.2 -0.1
O 0.49712 -0.34768 -1.20052 0.9 0.7 -0.1
C 1.87489 -1.07101 -2.98349 1.6 -0.2 -0.4
C 2.84001 -0.89296 -4.02590 -0.8 -0.3 1.0
C 3.19982 -1.98029 -4.85315 1.7 2.6 0.4
C 2.64209 -3.19213 -4.76563 -1.7 -2.0 0.5
C 1.60906 -3.31744 -3.84097 -0.9 2.0 1.5
C 1.27396 -2.32548 -2.89753 -0.2 0.1 -1.2
N 0.61004 -4.32130 -3.93406 -2.0 -4.4 -0.5
O 0.67828 -5.05337 -4.96151 -0.4 1.7 2.3
O -0.26991 -4.50573 -3.02779 2.6 0.9 -2.4
H 3.31587 0.07830 -4.18254 -0.1 -0.4 0.2
H 4.05493 -1.82770 -5.49878 -0.2 0.1 -0.3
H 2.88069 -4.05973 -5.37209 0.1 0.3 -0.1
H 0.40075 -2.46762 -2.26554 0.4 -0.1 0.1
```
Positions in Å, forces in eV/Å.

Calculated values
* electronic energy: -83723.3517 eV
* Kohn-Sham gap: 0.2237 Eh
* total charge: +1

---

Here is C40H54As2BiGeN9O2Se as an isolated structure at a distorted geometry from OMol25. Energies are from ωB97M-V/def2-TZVPD.

Structure (XYZ):
```
110
Properties=species:S:1:pos:R:3:forces:R:3
Bi 1.45960 -0.74934 -1.11253 -0.1 0.0 -0.2
C -1.85563 -3.67894 1.81993 0.1 -0.1 -0.1
As -0.04212 -2.92344 1.56329 -0.2 -0.3 0.5
C 0.68481 -3.69764 3.23693 0.0 0.0 0.0
C 0.69741 -4.33228 0.41543 0.0 0.0 0.0
C -0.05791 -5.37730 -0.10340 -0.3 -0.1 0.1
C 0.51265 -6.34845 -0.90762 0.0 -0.1 -0.1
C 1.85688 -6.27173 -1.22573 0.0 -0.1 0.0
C 2.61435 -5.23011 -0.72179 0.2 -0.1 -0.1
C 2.05458 -4.25609 0.09479 0.0 0.0 -0.1
As 3.14669 -2.78836 0.80273 0.8 -0.8 0.6
C 4.39788 -3.98085 1.82065 0.0 0.1 0.0
C 4.33846 -2.58307 -0.74712 0.3 0.0 -0.1
H -2.47510 -3.50209 0.93918 0.0 0.0 0.0
H -2.34024 -3.20821 2.67747 0.1 0.0 0.0
H -1.80080 -4.75046 2.01852 0.0 0.0 0.0
H 0.44308 -4.76062 3.30294 0.0 0.1 0.0
H 0.27881 -3.18919 4.11505 0.0 0.1 -0.1
H 1.77000 -3.58110 3.23733 -0.1 0.0 0.0
H -1.11673 -5.45259 0.11235 0.0 0.0 0.0
H -0.09147 -7.16494 -1.28390 0.0 0.0 0.0
H 2.30610 -7.01436 -1.87081 0.1 0.0 0.0
H 3.66366 -5.18322 -0.98633 0.0 0.1 0.0
H 4.69130 -4.82950 1.19928 0.0 0.1 0.0
H 3.94337 -4.36741 2.73537 -0.1 0.1 -0.1
H 5.29788 -3.42501 2.10000 -0.1 0.0 -0.1
H 5.14749 -3.31513 -0.70761 -0.1 0.0 0.0
H 4.78275 -1.58697 -0.76579 -0.1 0.0 0.1
H 3.79118 -2.70922 -1.68182 0.0 0.0 0.0
C -1.62055 3.04713 3.54137 -0.1 0.3 0.1
N -1.63363 1.76846 2.87950 0.4 -0.4 -0.4
C -1.06806 1.36870 1.72470 -0.2 -0.1 0.1
N -1.40377 0.12377 1.46509 0.1 0.2 -0.6
C -2.20566 -0.20060 2.50061 0.2 0.3 -0.1
N -2.36401 0.76410 3.37383 -0.5 -0.1 0.7
C -2.88346 3.81516 3.23174 -0.1 0.1 0.1
C -3.77320 4.17800 4.23360 0.2 0.0 -0.1
C -4.91807 4.89784 3.92554 -0.1 0.1 0.0
C -5.20618 5.23765 2.61768 0.0 -0.1 -0.1
C -4.34062 4.83310 1.60280 0.4 -0.2 0.4
C -3.17751 4.13556 1.91659 -0.1 0.1 0.0
C -4.64449 5.10559 0.21808 -0.6 0.4 -0.6
N -5.66059 5.74441 -0.28572 0.3 -0.2 1.7
N -5.53121 5.71101 -1.61820 0.5 -0.3 -1.6
C -4.44114 5.05289 -1.88835 -0.7 0.4 0.4
O -3.82563 4.64037 -0.75468 0.0 0.0 0.0
C -3.86907 4.73618 -3.17677 0.4 -0.2 -0.3
C -4.50934 5.11481 -4.35299 0.0 0.0 0.2
C -3.92784 4.79802 -5.56682 0.0 0.0 -0.1
C -2.72634 4.11240 -5.61253 0.1 -0.1 0.1
C -2.08410 3.72601 -4.44004 -0.1 0.0 0.0
C -0.76438 2.99743 -4.54317 -0.1 0.3 -0.6
N -0.24877 2.53244 -3.28915 0.0 -0.7 0.4
C -0.37584 1.33055 -2.73615 0.1 0.1 0.2
N 0.30886 1.29506 -1.60596 -0.7 0.1 0.1
C 0.85269 2.52965 -1.51295 -0.2 0.0 -0.2
N 0.51694 3.30310 -2.50890 0.5 1.0 0.1
C -2.66025 4.04022 -3.22286 -0.1 0.0 0.0
H -0.73932 3.60243 3.20074 -0.1 -0.1 0.1
H -1.54607 2.86636 4.61723 0.1 0.0 -0.2
H -0.43176 1.98758 1.12197 0.1 0.2 -0.1
H -2.67316 -1.15727 2.59587 -0.2 -0.2 0.1
H -3.57230 3.89372 5.25673 0.0 0.0 0.1
H -5.59241 5.18943 4.71739 -0.1 0.0 0.0
H -6.09489 5.79399 2.35917 -0.1 0.0 0.0
H -2.50862 3.83662 1.12044 0.0 0.0 0.0
H -5.44504 5.64987 -4.29781 -0.1 0.0 0.0
H -4.41092 5.08856 -6.48772 -0.1 0.0 -0.1
H -2.27407 3.87202 -6.56456 0.0 0.0 -0.1
H -0.01205 3.67320 -4.96720 -0.1 -0.2 0.1
H -0.86484 2.13504 -5.20978 0.1 0.1 0.1
H -0.90945 0.50420 -3.15607 -0.1 -0.1 -0.2
H 1.51136 2.82916 -0.72104 0.1 0.1 0.1
H -2.18100 3.76353 -2.29216 0.0 0.0 -0.1
O 2.85002 0.29068 1.42020 0.3 0.4 0.3
C 2.83101 0.99112 2.41031 -0.7 0.3 -0.1
C 1.80753 0.83863 3.51041 0.0 -0.4 -0.1
C 2.44959 -0.22542 4.42362 0.0 0.1 0.2
C 3.89115 0.08246 4.86602 0.1 -0.2 0.0
C 4.96019 -0.04835 3.75941 0.1 0.1 0.0
C 5.14126 1.23380 2.92450 0.2 -0.3 -0.1
N 3.84237 1.87030 2.74412 0.1 0.6 0.0
H 0.85918 0.45994 3.13199 0.0 0.1 0.0
H 1.65658 1.77174 4.05837 0.0 0.0 0.0
H 2.44234 -1.17740 3.88534 0.0 0.0 0.0
H 1.82720 -0.33975 5.31499 0.0 -0.1 -0.1
H 4.14184 -0.62184 5.66294 0.0 0.0 0.0
H 3.92623 1.07772 5.32253 0.1 0.0 0.0
H 4.66367 -0.86369 3.08761 0.1 0.0 0.1
H 5.92120 -0.31388 4.20555 0.0 -0.1 -0.1
H 5.56002 1.00177 1.94502 0.1 0.0 0.1
H 5.79875 1.94780 3.42812 -0.1 -0.1 -0.1
H 3.60767 2.44008 3.54913 0.0 -0.2 -0.2
Se 2.65947 -0.12724 -3.18326 0.6 0.1 -0.4
C -1.47953 -4.07873 -4.03697 0.3 0.4 0.0
Ge -0.10856 -2.63887 -3.86548 0.0 0.0 0.1
C -0.49127 -1.23016 -5.21806 0.1 -0.3 0.3
C 1.65916 -3.46360 -4.18432 -0.3 0.2 -0.1
C -0.24171 -1.92425 -2.01943 0.0 -0.2 -0.4
H -1.45590 -4.50257 -5.03755 0.0 -0.1 -0.2
H -2.48576 -3.70879 -3.84764 0.0 0.1 0.0
H -1.27284 -4.87582 -3.32725 0.1 -0.1 0.1
H -0.48635 -1.67578 -6.21045 0.0 -0.1 -0.1
H 0.28900 -0.47353 -5.18560 0.1 0.1 0.1
H -1.46571 -0.76316 -5.06526 -0.1 0.0 0.0
H 1.64075 -4.07284 -5.08573 -0.1 -0.1 -0.1
H 1.93389 -4.10235 -3.34644 0.0 -0.1 0.1
H 2.41953 -2.69746 -4.30718 0.0 0.1 0.1
H -0.32967 -2.78025 -1.34621 -0.2 0.0 0.0
H -1.13150 -1.31014 -1.86918 -0.2 -0.1 0.0
```
Positions in Å, forces in eV/Å.

Calculated values
* electronic energy: -309240.2580 eV
* Kohn-Sham gap: 0.2275 Eh
* total charge: 0